(1)
8 unconnected molecules or ions with the total composition C20H54N2O8 in a non-equilibrium geometry. Source: the OMol25 dataset; level of theory: ωB97M-V/def2-TZVPD.

Structure (ORCA input):
```
! RIJCOSX wB97M-V def2-TZVPD def2/J DEFGRID3
* xyz 0 1
C -11.35 -0.21 2.43
O -12.40 -0.37 3.31
H -10.50 0.31 2.87
H -11.04 -1.23 2.21
H -11.63 0.38 1.56
H -12.25 0.15 4.10
C -6.65 -3.62 -1.24
O -7.30 -4.00 -2.45
H -6.18 -2.64 -1.32
H -7.30 -3.57 -0.36
H -5.83 -4.28 -0.94
H -7.74 -3.20 -2.75
O -4.11 0.26 2.47
H -3.19 0.06 2.32
H -4.39 0.73 1.69
O -4.08 -1.07 7.09
H -4.91 -0.92 7.55
H -4.30 -0.96 6.16
O -7.66 5.08 3.09
H -8.59 4.87 3.11
H -7.29 4.49 2.43
O -6.73 2.69 -0.79
H -6.46 3.46 -1.29
H -7.24 2.17 -1.40
C -0.49 2.19 -9.37
C 0.21 2.40 -7.98
C -0.58 3.54 -7.29
C 0.00 3.71 -5.85
C -0.28 2.39 -5.03
C 0.29 1.09 -5.67
N 0.09 1.18 -7.17
O 0.62 0.17 -7.82
C 1.79 1.07 -5.42
C -0.44 -0.11 -5.02
C 1.61 2.89 -8.33
H -0.82 3.08 -9.91
H -1.47 1.77 -9.11
H -0.02 1.48 -10.06
H -0.43 4.42 -7.91
H -1.65 3.35 -7.22
H -0.53 4.53 -5.36
H 1.06 3.91 -5.70
H -1.36 2.23 -4.96
H 0.02 2.59 -4.00
H 2.00 0.49 -4.52
H 2.51 0.77 -6.19
H 2.14 2.01 -4.99
H -0.17 -1.05 -5.52
H -0.33 -0.02 -3.94
H -1.52 0.01 -5.10
H 2.39 2.48 -7.68
H 1.79 3.96 -8.30
H 1.94 2.56 -9.31
H 0.00 -0.55 -7.91
C 7.43 -3.07 6.17
C 6.85 -2.21 5.05
C 6.00 -3.18 4.11
C 4.67 -3.52 4.77
C 3.93 -2.25 4.94
C 4.60 -1.18 5.88
N 6.05 -1.05 5.55
O 6.87 -0.12 6.24
C 3.78 0.11 5.53
C 4.46 -1.65 7.37
C 8.14 -1.63 4.31
H 7.78 -2.33 6.89
H 8.31 -3.64 5.87
H 6.73 -3.77 6.63
H 5.96 -2.90 3.06
H 6.56 -4.11 4.03
H 4.82 -4.11 5.67
H 4.09 -4.15 4.09
H 3.04 -2.58 5.47
H 3.77 -1.74 3.99
H 2.71 -0.03 5.37
H 4.13 0.81 6.29
H 4.13 0.44 4.55
H 3.52 -2.04 7.76
H 5.13 -2.50 7.48
H 4.90 -0.85 7.97
H 8.45 -2.30 3.51
H 9.08 -1.46 4.83
H 7.87 -0.71 3.79
H 6.97 0.62 5.62
*
```

Summary:
SMILES ... CC1(C)CCCC(C)(C)N1O.CC1(C)CCCC(C)(C)N1O.CO.CO.O.O.O.O



(2)
C16H19N3O4 in the gas phase in a non-equilibrium geometry. Source: the OMol25 dataset; level of theory: ωB97M-V/def2-TZVPD.

Structure (ORCA input):
```
! RIJCOSX wB97M-V def2-TZVPD def2/J DEFGRID3
* xyz 0 1
C 1.88 3.67 0.84
O 1.31 2.59 0.14
C 1.67 1.32 0.62
C 3.11 0.90 0.27
H 3.80 1.62 0.71
C 3.29 0.80 -1.25
C 2.82 -0.62 -1.56
N 3.24 -1.40 -0.40
C 2.46 -2.60 -0.16
C 1.07 -2.26 0.27
N 0.09 -1.87 -0.48
C -0.89 -1.54 0.42
N -0.51 -1.72 1.66
O 0.77 -2.19 1.57
C -2.19 -1.03 0.03
C -2.47 -0.86 -1.32
C -3.71 -0.38 -1.75
C -4.63 -0.08 -0.77
C -4.35 -0.26 0.59
C -3.14 -0.73 1.02
H -2.90 -0.86 2.06
O -5.44 0.11 1.33
C -6.42 0.52 0.39
O -5.90 0.39 -0.91
H -7.32 -0.11 0.50
H -6.69 1.57 0.58
H -3.93 -0.24 -2.79
H -1.71 -1.11 -2.04
H 2.94 -3.18 0.62
H 2.42 -3.18 -1.08
C 3.43 -0.52 0.75
H 4.48 -0.59 1.06
H 2.80 -0.80 1.60
H 3.29 -1.03 -2.45
H 1.73 -0.64 -1.70
H 2.71 1.56 -1.77
H 4.34 0.91 -1.51
H 1.54 1.28 1.72
H 0.96 0.64 0.16
H 1.70 3.58 1.92
H 2.96 3.75 0.67
H 1.40 4.57 0.46
*
```

Summary:
SMILES ... COC[C@@H]1CCN(Cc2nc(-c3ccc4c(c3)OCO4)no2)C1



Q: Which lowest unoccupied orbital energy values were calculated for the entries above? A: -0.08; 0.76, in eV.
Q: Which HOMO level values were calculated for the entries above? A: -8.0; -8.2, in eV.